(1)
This record from the OMol25 dataset describes C3H6O2 in the gas phase. The level of theory is the ωB97M-V functional and the def2-TZVPD basis.

Summary:
LUMO level	1.0	eV
net charge	0
HOMO energy	-8.5	eV
multiplicity	1
orbital gap	9.524	eV

Last column: Löwdin charge in e.
Atoms and positions in Å:
O  -1.461  0.439  -0.919  -0.072
C  -1.096  -0.294  0.237  -0.309
C  0.385  -0.590  0.106  -0.221
C  1.124  0.706  0.291  -0.073
O  2.268  0.644  -0.359  0.016
H  -2.313  0.859  -0.755  0.088
H  -1.687  -1.218  0.328  0.113
H  -1.238  0.306  1.147  0.112
H  0.610  -1.124  -0.829  0.120
H  0.715  -1.225  0.944  0.127
H  2.694  1.496  -0.191  0.099


(2)
This record from the OMol25 dataset describes a molecular structure, C20H24N14O4PtS2Si. The level of theory is the ωB97M-V functional and the def2-TZVPD basis.

Summary:
LUMO level	4.3	eV
net charge	-2
HOMO energy	-2.0	eV
multiplicity	1
orbital gap	6.308	eV

Last column: Löwdin charge in e.
Atoms and positions in Å:
Pt  0.176  -0.043  1.406  1.082
N  -1.339  -2.799  3.077  0.124
C  -2.132  -1.996  2.291  -0.488
N  -3.436  -2.185  2.181  0.020
N  -3.837  -1.195  1.351  -0.081
N  -2.845  -0.467  0.995  -0.036
N  -1.719  -0.956  1.575  -0.100
C  -0.144  -2.376  3.632  -0.516
N  0.421  -3.007  4.646  -0.006
N  1.578  -2.336  4.832  -0.130
N  1.680  -1.371  3.981  -0.092
N  0.577  -1.366  3.192  -0.081
H  -1.840  -3.471  3.634  0.121
N  -5.528  -3.281  -0.910  0.081
C  -4.492  -2.466  -1.405  -0.351
C  -4.766  -1.305  -2.114  -0.046
C  -3.735  -0.460  -2.507  -0.068
C  -2.427  -0.792  -2.207  -0.300
C  -2.143  -1.989  -1.550  -0.073
C  -3.164  -2.831  -1.176  -0.056
S  -1.111  0.351  -2.419  0.552
O  -0.002  -0.438  -2.935  -0.358
O  -1.590  1.439  -3.250  -0.357
N  -0.732  0.784  -0.962  -0.157
C  -1.461  1.680  -0.273  -0.764
S  -2.695  2.770  -0.840  1.020
C  -2.950  3.305  0.780  -0.425
C  -2.086  2.683  1.609  -0.264
N  -1.244  1.785  1.021  -0.076
H  -6.383  -2.756  -0.785  0.074
H  -5.267  -3.691  -0.022  0.073
H  -5.797  -1.025  -2.301  0.101
H  -3.939  0.473  -3.015  0.101
H  -1.118  -2.229  -1.300  0.109
H  -2.948  -3.735  -0.618  0.110
H  -3.688  4.051  1.020  0.043
H  -2.010  2.842  2.675  0.108
C  0.903  4.097  0.584  -0.177
Si  2.072  2.620  0.613  0.234
C  2.448  2.225  -1.182  -0.156
C  3.681  3.303  1.325  -0.181
O  1.591  1.376  1.510  -0.517
H  1.460  5.020  0.394  0.019
H  0.386  4.196  1.541  0.019
H  0.138  3.994  -0.189  0.014
H  2.509  3.133  -1.789  0.027
H  1.655  1.595  -1.599  0.005
H  3.391  1.680  -1.279  0.017
H  4.149  4.010  0.634  0.017
H  4.387  2.493  1.523  0.010
H  3.494  3.821  2.270  0.017
N  2.557  -1.179  -3.662  0.184
C  3.700  -1.301  -2.950  -0.509
O  4.785  -1.532  -3.473  0.006
C  3.572  -1.128  -1.470  -0.143
C  4.709  -0.850  -0.725  -0.025
C  4.579  -0.674  0.641  -0.052
C  3.319  -0.791  1.220  -0.145
N  2.229  -1.093  0.513  0.004
C  2.366  -1.247  -0.800  -0.088
H  2.646  -1.240  -4.662  0.106
H  1.695  -0.802  -3.274  0.035
H  5.660  -0.760  -1.235  0.112
H  5.430  -0.428  1.263  0.098
H  3.174  -0.674  2.287  0.075
H  1.448  -1.465  -1.336  0.097


(3)
This record from the OMol25 dataset describes 21 unconnected molecules or ions with the total composition C62H113N11O20. The level of theory is the ωB97M-V functional and the def2-TZVPD basis.

Summary:
LUMO level	0.2	eV
net charge	0
HOMO energy	-9.8	eV
multiplicity	1
orbital gap	9.992	eV

Last column: Löwdin charge in e.
Atoms and positions in Å:
O  12.007  17.257  18.542  0.079
C  12.456  17.150  17.439  -0.495
O  12.879  15.902  17.000  -0.044
C  12.856  14.890  18.072  -0.217
C  13.385  13.703  17.357  -0.082
C  12.729  18.255  16.429  0.025
H  11.836  14.782  18.382  0.115
H  13.398  15.273  18.956  0.086
H  14.402  13.749  16.992  0.042
H  12.716  13.584  16.491  0.088
H  13.241  12.801  18.048  0.110
H  13.033  17.875  15.482  0.041
H  13.346  19.089  16.835  0.076
H  11.725  18.670  16.261  0.088
O  19.328  12.612  21.368  0.094
C  19.623  12.107  20.321  -0.499
O  19.127  12.443  19.098  -0.049
C  18.088  13.395  19.056  -0.249
C  16.851  12.678  18.611  -0.047
C  20.729  11.032  20.194  0.040
H  18.276  14.209  18.310  0.109
H  18.017  13.902  20.055  0.133
H  16.474  12.078  19.430  0.088
H  16.999  12.025  17.744  0.076
H  16.089  13.400  18.375  0.049
H  20.323  10.109  19.811  0.081
H  21.239  10.926  21.144  0.081
H  21.496  11.456  19.529  0.086
O  14.987  22.234  20.204  0.039
C  15.904  22.915  20.692  -0.485
O  17.082  22.377  20.942  0.027
C  17.138  20.978  20.585  -0.204
C  18.429  20.295  21.009  -0.058
C  15.794  24.422  21.032  0.020
H  17.074  20.867  19.481  0.102
H  16.300  20.390  20.967  0.128
H  18.679  19.428  20.391  0.055
H  18.341  20.056  22.088  0.078
H  19.315  20.935  20.982  0.077
H  16.527  25.032  20.470  0.069
H  15.839  24.691  22.106  0.091
H  14.831  24.787  20.691  0.067
O  19.092  14.743  15.122  0.092
C  19.581  15.684  14.572  -0.490
O  20.023  15.610  13.254  -0.031
C  19.961  14.310  12.656  -0.222
C  20.418  14.576  11.199  -0.060
C  19.775  17.027  15.204  0.031
H  18.992  13.855  12.810  0.091
H  20.646  13.599  13.155  0.124
H  20.568  13.620  10.673  0.070
H  21.341  15.227  11.128  0.091
H  19.592  15.122  10.611  0.086
H  20.782  17.087  15.656  0.104
H  18.985  17.203  15.911  0.069
H  19.783  17.813  14.494  0.034
O  20.665  21.514  12.431  0.074
C  19.512  21.530  12.767  -0.586
O  18.764  20.431  12.705  -0.050
C  19.481  19.242  12.302  -0.243
C  19.458  19.062  10.827  -0.055
C  18.766  22.737  13.300  0.024
H  18.963  18.430  12.824  0.093
H  20.478  19.379  12.655  0.100
H  19.713  19.997  10.228  0.110
H  18.422  18.767  10.534  0.082
H  20.086  18.259  10.537  0.059
H  19.472  23.512  13.564  0.064
H  18.040  22.478  14.109  0.079
H  18.073  23.040  12.527  0.081
O  17.920  11.472  13.032  0.100
C  16.868  11.250  13.549  -0.496
O  16.206  10.041  13.431  -0.021
C  16.926  9.054  12.737  -0.242
C  17.038  7.791  13.609  -0.062
C  16.081  12.151  14.446  0.039
H  17.874  9.416  12.387  0.103
H  16.364  8.747  11.846  0.124
H  17.442  7.997  14.611  0.076
H  17.726  7.075  13.158  0.073
H  16.064  7.315  13.745  0.073
H  16.738  12.475  15.324  0.103
H  15.241  11.588  14.829  0.086
H  15.767  13.094  14.054  0.053
O  16.910  17.001  12.755  0.075
C  16.395  16.065  13.354  -0.493
O  16.238  14.812  12.847  -0.050
C  16.096  14.722  11.416  -0.207
C  14.723  15.242  10.912  -0.043
C  16.135  16.053  14.842  0.049
H  16.178  13.698  11.128  0.102
H  16.950  15.218  10.878  0.124
H  13.960  14.464  11.080  0.086
H  14.834  15.473  9.834  0.087
H  14.588  16.185  11.410  0.027
H  16.911  16.655  15.311  0.070
H  16.060  15.071  15.273  0.067
H  15.175  16.529  14.949  0.071
O  20.846  16.975  19.322  0.067
C  21.185  15.958  19.893  -0.499
O  21.389  14.767  19.292  -0.013
C  21.141  14.760  17.903  -0.247
C  22.455  15.106  17.306  -0.057
C  21.239  15.837  21.414  0.029
H  20.307  15.482  17.652  0.126
H  20.935  13.756  17.725  0.079
H  23.218  14.459  17.734  0.089
H  22.714  16.104  17.608  0.068
H  22.544  15.085  16.174  0.107
H  22.153  15.422  21.873  0.096
H  20.464  15.093  21.680  0.072
H  20.987  16.819  21.857  0.089
O  10.894  19.631  13.770  0.077
C  11.169  20.639  13.162  -0.553
O  10.716  20.918  11.961  0.016
C  9.731  20.007  11.463  -0.216
C  8.412  20.054  12.159  -0.076
C  12.079  21.644  13.832  0.014
H  10.136  18.995  11.519  0.124
H  9.715  20.272  10.409  0.122
H  8.320  19.348  13.002  0.081
H  7.565  19.716  11.553  0.083
H  8.187  20.915  12.722  0.066
H  12.925  21.055  14.274  0.083
H  11.612  22.181  14.589  0.055
H  12.420  22.415  13.158  0.066
O  15.054  18.261  18.506  0.079
C  16.242  18.018  18.249  -0.397
O  16.956  18.878  17.367  -0.077
C  16.407  20.179  17.039  -0.222
C  15.963  20.173  15.578  -0.057
C  17.095  16.824  18.655  0.033
H  17.329  20.797  17.126  0.109
H  15.629  20.553  17.669  0.081
H  15.367  19.287  15.434  0.055
H  16.878  20.070  14.934  0.093
H  15.367  21.037  15.291  0.022
H  17.593  16.388  17.829  0.044
H  16.487  16.065  19.200  0.074
H  17.932  17.186  19.315  0.093
C  20.302  19.986  18.054  -0.054
C  20.407  20.092  16.597  -0.215
N  20.352  20.332  15.450  0.204
H  20.978  19.248  18.462  0.064
H  19.310  19.675  18.315  0.038
H  20.391  21.005  18.460  0.096
C  15.602  19.852  12.041  -0.038
C  14.711  18.799  12.548  -0.257
N  13.983  18.013  12.979  0.176
H  15.487  20.694  12.721  0.047
H  15.270  19.986  10.978  0.107
H  16.675  19.642  12.009  0.050
C  13.312  22.183  17.580  -0.046
C  12.816  23.529  17.190  -0.236
N  12.417  24.612  17.089  0.136
H  14.088  21.801  16.941  0.035
H  12.505  21.402  17.588  0.106
H  13.719  22.241  18.555  0.026
C  13.236  27.390  19.040  -0.074
C  12.754  28.340  18.007  -0.271
N  12.395  29.021  17.155  0.111
H  12.514  27.368  19.815  0.062
H  14.238  27.634  19.380  0.075
H  13.286  26.407  18.615  0.022
C  23.747  24.347  14.276  -0.048
C  22.486  24.212  14.992  -0.249
N  21.524  24.228  15.646  0.154
H  23.657  25.172  13.573  0.088
H  23.889  23.445  13.688  0.092
H  24.444  24.570  15.022  0.064
C  17.967  16.260  23.297  -0.068
C  17.674  17.463  24.114  -0.293
N  17.635  18.353  24.828  0.120
H  17.004  15.715  23.104  0.085
H  18.783  15.648  23.816  0.113
H  18.313  16.630  22.362  0.035
C  15.220  25.467  14.302  -0.066
C  15.040  24.038  14.143  -0.256
N  14.917  22.924  13.999  0.168
H  14.255  25.958  14.498  0.091
H  15.709  25.933  13.418  0.091
H  15.848  25.512  15.213  0.032
C  12.943  17.373  21.479  -0.065
C  13.874  16.339  21.183  -0.306
N  14.624  15.511  21.043  0.152
H  12.788  18.101  20.658  0.082
H  13.244  17.863  22.419  0.094
H  11.942  16.932  21.648  0.101
C  18.562  24.222  16.866  -0.086
C  17.294  24.689  17.453  -0.253
N  16.325  25.263  17.677  0.155
H  19.395  24.549  17.458  0.059
H  18.658  24.737  15.918  0.017
H  18.604  23.139  16.807  0.061
C  19.876  28.345  15.968  -0.056
C  19.000  27.425  15.311  -0.227
N  18.238  26.660  14.815  0.161
H  19.648  28.242  17.011  0.086
H  19.658  29.344  15.654  0.083
H  20.917  28.184  15.746  0.085
C  19.662  11.811  15.781  -0.062
C  21.046  11.326  15.850  -0.257
N  22.169  11.105  15.885  0.126
H  19.528  12.399  14.938  0.017
H  19.421  12.446  16.630  0.052
H  18.962  10.973  15.851  0.090